Entry 1:
9
Properties=species:S:1:pos:R:3:forces:R:3 method="wB97M-V/def2-TZVPD" e_homo_ev=-8.86 total_charge=0 orbital_gap_ev=7.996
C 1.173823 0.285108 -0.504613 0.657 0.164 -2.389
C 0.464279 0.099199 0.572449 0.961 0.081 1.898
C -0.953132 -0.130672 0.634752 -0.412 0.013 1.033
S -1.644377 -0.175924 2.109280 -0.400 0.028 -0.009
S -1.913290 -0.256120 -0.771267 -0.433 -0.440 -0.946
H 2.265550 0.438554 -0.497310 -0.776 -0.025 0.009
H 0.637688 0.278246 -1.487976 0.978 0.120 0.833
H 0.927255 0.162078 1.575897 -0.235 -0.175 -0.699
H -0.957795 -0.700468 -1.631213 -0.339 0.232 0.270



Entry 2:
11
Properties=species:S:1:pos:R:3:forces:R:3 method="wB97M-V/def2-TZVPD" e_homo_ev="-8.00 / -8.00" total_charge=0 orbital_gap_ev="7.244 / 7.245"
C -0.118830 -1.085559 0.917698 0.746 -2.025 0.597
C -0.744569 -1.742072 0.116084 0.396 1.262 0.597
C 0.627872 1.536767 0.144958 1.444 -0.047 1.298
S 2.101332 2.059576 2.574948 0.470 -0.144 0.329
S 0.364698 2.076481 1.712642 -0.418 0.051 -0.970
S -0.612491 1.344139 -0.998629 -0.174 0.392 -0.630
S 2.256594 0.997612 -0.199403 -1.713 0.052 -2.028
H 0.654212 -0.990121 1.683601 -0.753 0.511 -0.462
H -1.327318 -2.049213 -0.702125 -0.392 -0.400 -0.353
H -1.479841 1.820111 -0.120456 -0.803 0.173 0.062
H 1.743642 0.678022 -1.517083 1.196 0.175 1.560



Entry 3:
8
Properties=species:S:1:pos:R:3:forces:R:3 method="wB97M-V/def2-TZVPD" e_homo_ev=-8.72 total_charge=0 orbital_gap_ev=8.305
C 2.903816 -0.930808 0.040296 -1.559 2.599 -0.075
Si 2.167304 0.597566 0.003668 0.490 -2.739 -0.041
H 2.288924 -1.828872 -0.050431 0.551 -0.165 0.042
H 1.711451 1.986174 0.013777 0.524 0.349 0.074
C -1.448752 -0.290131 -0.012725 -0.320 0.235 0.021
C -2.531889 0.208740 0.047876 0.219 -0.167 -0.029
H -0.486144 -0.706890 -0.064166 0.523 -0.338 -0.024
H -3.501645 0.613086 0.094358 -0.428 0.226 0.032



Entry 4:
77
Properties=species:S:1:pos:R:3:forces:R:3 method="wB97M-V/def2-TZVPD" e_homo_ev=-5.57 total_charge=-1 orbital_gap_ev=7.116
C 18.594000 7.677000 -16.675000 -0.215 0.434 0.394
C 18.298000 8.826000 -17.601000 -1.203 0.597 -2.059
C 19.086000 8.791000 -18.910000 0.811 -2.298 1.630
O 16.909000 8.965000 -17.902000 1.606 -0.795 0.577
H 19.663000 7.444000 -16.595000 -0.322 0.429 0.299
H 18.094000 6.821000 -17.079000 -0.307 -0.708 -0.146
H 18.121000 7.938000 -15.707000 0.630 -0.574 -0.251
H 18.554000 9.705000 -17.107000 1.080 1.714 1.254
H 18.970000 9.533000 -19.626000 -0.398 1.780 -0.807
H 18.821000 7.877000 -19.395000 -0.203 -0.749 -0.569
H 20.149000 8.669000 -18.730000 0.440 0.198 0.073
O 23.124000 9.081000 -18.480000 0.626 0.228 0.368
H 23.565000 9.289000 -17.636000 -0.361 -0.290 -0.515
H 22.598000 9.868000 -18.643000 -0.141 0.308 -0.199
O 21.278000 10.095000 -16.543000 -0.490 -0.202 -1.904
H 21.259000 9.281000 -17.093000 -0.161 0.723 0.241
H 21.664000 9.745000 -15.769000 0.454 -0.443 1.811
O 17.949000 8.221000 -13.068000 0.378 2.299 -0.114
H 18.467000 9.071000 -13.225000 -1.272 -1.378 0.257
H 18.600000 7.539000 -13.116000 0.763 -0.838 0.040
O 17.446000 10.491000 -14.608000 0.509 -1.189 -0.495
H 17.167000 10.968000 -15.426000 0.017 0.380 0.410
H 17.512000 9.571000 -14.961000 -0.418 0.966 0.757
O 21.222000 9.963000 -21.248000 0.506 -0.077 0.502
H 20.348000 9.925000 -21.629000 -0.354 -0.152 -0.340
H 21.328000 9.049000 -20.898000 -0.378 0.571 -0.258
O 19.315000 8.095000 -22.595000 0.594 0.869 -0.379
H 18.757000 8.549000 -23.225000 -0.116 0.151 -0.350
H 18.696000 7.536000 -22.132000 -0.403 -1.094 0.629
O 19.646000 6.080000 -13.517000 -0.571 1.610 0.394
H 19.508000 5.769000 -14.416000 0.236 -0.689 -0.563
H 20.190000 5.479000 -13.049000 0.692 -1.066 0.480
O 16.976000 11.094000 -19.695000 -2.238 0.000 0.198
H 17.276000 10.330000 -19.209000 -0.185 -0.857 0.683
H 17.683000 11.419000 -20.180000 2.099 0.997 -1.301
O 19.619000 4.942000 -15.844000 0.352 -0.553 -1.074
H 19.422000 5.467000 -16.633000 -0.449 0.426 0.051
H 20.156000 4.281000 -16.302000 0.138 -0.241 0.619
O 16.575000 11.508000 -16.857000 -0.195 -0.117 0.220
H 17.013000 10.703000 -17.236000 -1.270 0.449 -0.116
H 15.647000 11.248000 -16.694000 0.691 -0.149 -0.432
O 17.899000 5.972000 -21.351000 2.782 -0.753 -0.282
H 17.617000 6.255000 -20.490000 -0.780 0.576 1.534
H 17.109000 5.987000 -21.825000 -2.087 0.097 -1.293
O 21.916000 7.483000 -20.407000 -2.300 -1.738 -0.135
H 22.078000 7.600000 -19.487000 0.486 0.297 1.338
H 22.615000 7.892000 -20.839000 2.334 0.959 -1.151
O 16.542000 6.633000 -19.124000 0.068 -0.331 -0.566
H 16.648000 5.920000 -18.486000 -0.002 0.004 -0.066
H 16.861000 7.456000 -18.693000 -0.688 0.660 0.117
O 15.479000 7.814000 -15.689000 -0.293 -0.948 0.829
H 15.907000 7.014000 -15.352000 -0.435 0.277 0.418
H 16.100000 8.026000 -16.376000 0.250 1.163 -1.462
O 17.102000 4.563000 -17.596000 -0.018 -0.882 -0.176
H 16.463000 3.850000 -17.694000 0.034 -0.027 -0.224
H 16.930000 4.928000 -16.720000 0.542 0.207 0.253
O 16.662000 5.351000 -15.083000 -0.994 0.231 -1.671
H 15.987000 4.700000 -15.312000 -0.107 0.066 0.805
H 17.057000 5.134000 -14.269000 0.750 -0.548 1.632
O 16.635000 8.513000 -21.401000 1.961 -0.002 -0.543
H 16.055000 9.245000 -21.358000 -1.701 1.087 0.426
H 17.474000 9.028000 -21.369000 -0.480 -0.904 0.125
O 20.120000 5.629000 -18.729000 2.179 -0.069 0.632
H 20.938000 5.182000 -19.032000 -0.185 0.765 0.298
H 19.500000 5.089000 -19.159000 -2.175 -0.794 -1.013
O 19.570000 12.471000 -17.451000 0.225 -0.235 1.210
H 19.608000 12.234000 -18.372000 0.048 -0.467 -0.285
H 19.789000 11.677000 -16.906000 -0.108 0.715 -0.914
O 22.015000 6.814000 -17.019000 -0.644 -0.338 -0.367
H 21.645000 6.927000 -16.137000 0.454 0.278 0.342
H 21.178000 6.736000 -17.507000 0.446 -0.154 -0.436
O 14.437000 9.118000 -18.734000 0.121 0.874 -0.475
H 14.233000 8.204000 -18.592000 -0.050 -0.736 0.171
H 15.420000 9.141000 -18.687000 -0.516 -0.025 0.190
O 21.681000 7.982000 -14.610000 1.254 1.491 -0.704
H 21.113000 7.352000 -14.227000 -1.490 -1.355 1.257
H 22.582000 7.701000 -14.444000 0.147 -0.113 0.172



For reference, relative energy (zero: lowest compared OMol25 entry of this formula, charge and spin) by record: 66.3; 281.5; 393.1; 207.2 kJ/mol.
For reference, strongest force on any atom by record: 0.04828; 0.05163; 0.05896; 0.05702 Eh/bohr.